Entry 1:
Entry from the Open Molecules 2025 dataset: an isolated molecule of C22H39N3O4 (wB97M-V/def2-TZVPD).

* E_tot: -36110.6075 eV
* SMILES string: CCOC(=O)N1CCC(NC(=O)[C@H](NC(=O)[C@H]2CC[C@@H](C)CC2)[C@@H](C)CC)CC1
* relative energy (zero: lowest compared OMol25 entry of this formula, charge and spin): 0.5 kcal/mol
* HOMO-LUMO gap: 9.681 eV

Structure (ORCA input):
```
! RIJCOSX wB97M-V def2-TZVPD def2/J DEFGRID3
* xyz 0 1
C -0.80252 7.52469 -0.94136
C 0.33814 6.70799 -0.36338
O 0.12953 5.34131 -0.71264
C 1.07205 4.48374 -0.25417
O 2.03560 4.83560 0.38792
N 0.79561 3.19964 -0.56786
C -0.29300 2.77304 -1.41658
C 0.24847 2.25164 -2.75271
C 1.29057 1.15311 -2.53570
N 0.63807 -0.04144 -2.03431
C 1.24381 -1.23946 -1.99338
O 2.33326 -1.47992 -2.47190
C 0.40739 -2.27195 -1.20639
N 0.60550 -1.97298 0.20414
C -0.09485 -1.02449 0.85569
O -0.93920 -0.34834 0.28672
C 0.28308 -0.86243 2.32260
C 0.05705 -2.16001 3.10924
C -1.43033 -2.48368 3.20436
C -2.18334 -1.35356 3.90644
C -3.66801 -1.68233 4.02904
C -1.97671 -0.05325 3.13100
C -0.49509 0.28201 2.97837
C 0.79109 -3.72119 -1.52288
C 0.01453 -4.68201 -0.62403
C 0.52376 -4.00460 -3.00631
C 1.02894 -5.37028 -3.45679
C 2.38096 1.64367 -1.57069
C 1.76154 2.16385 -0.27466
H -0.66593 8.57174 -0.68756
H -0.82754 7.42061 -2.02286
H -1.75089 7.18073 -0.53731
H 1.30493 7.03503 -0.76290
H 0.37754 6.79534 0.72824
H -0.84481 1.98566 -0.89013
H -0.96341 3.61477 -1.58271
H 0.71797 3.07567 -3.29205
H -0.57501 1.86941 -3.35717
H 1.76348 0.88023 -3.48714
H -0.19279 0.08276 -1.46538
H -0.65480 -2.10846 -1.42201
H 1.39934 -2.40779 0.64681
H 1.35398 -0.61880 2.34262
H 0.59126 -2.99310 2.64636
H 0.46184 -2.02895 4.11578
H -1.83927 -2.61898 2.20016
H -1.56713 -3.41905 3.75196
H -1.76664 -1.23371 4.91391
H -4.19560 -0.88091 4.54099
H -4.11010 -1.80791 3.04296
H -3.81286 -2.60290 4.59053
H -2.42230 -0.14995 2.14061
H -2.47859 0.76842 3.64601
H -0.38876 1.18642 2.37627
H -0.06044 0.47784 3.96146
H 1.86591 -3.83052 -1.34129
H 0.36313 -5.70077 -0.76392
H -1.04654 -4.64310 -0.86237
H 0.13479 -4.42771 0.42638
H 1.02599 -3.23900 -3.59811
H -0.54968 -3.93051 -3.19813
H 2.08586 -5.47779 -3.22485
H 0.48205 -6.17665 -2.97508
H 0.90405 -5.47455 -4.53181
H 2.94173 2.44752 -2.04953
H 3.06809 0.82422 -1.35947
H 1.25067 1.35293 0.25506
H 2.52461 2.59347 0.37590
*
```

Results of the Mulliken charge analysis, in e, for atoms 1 through 5:
1 C -1.235
2 C -0.217
3 O -0.368
4 C 0.705
5 O -0.660

=====

Entry 2:
Entry from the Open Molecules 2025 dataset: a cluster of 2 separate species, C22H40BrClN2O8P2 in total (wB97M-V/def2-TZVPD).

* E_tot: -143969.2755 eV
* SMILES string: CCC[C@]1(CC(=O)Cl)C(=O)N[C@](Br)(PP(=O)(O)O)[C@@H]1CCCCCCCCOC(C)=O.CNC(C)=O
* HOMO-LUMO gap: 9.793 eV

Structure (ORCA input):
```
! RIJCOSX wB97M-V def2-TZVPD def2/J DEFGRID3
* xyz 0 1
C 0.60614 -3.56746 -0.27652
C -0.91086 -3.73386 -0.31378
C -1.65973 -2.41522 -0.60859
C -2.62593 -1.91804 0.46220
C -3.65989 -3.03005 0.82019
C -4.18963 -3.78733 -0.37399
O -4.68317 -3.33428 -1.34517
Cl -4.06126 -5.57241 -0.18489
C -3.44234 -0.72473 -0.02092
O -3.64904 -0.37849 -1.14633
N -3.89189 -0.01406 1.11163
C -3.17486 -0.39091 2.29930
Br -4.34701 -1.30904 3.63045
P -2.51337 1.24109 2.97895
P -4.22991 2.03520 4.04009
O -5.47705 1.92724 3.27973
O -4.26551 1.41093 5.52181
O -3.71435 3.53391 4.29181
C -2.05297 -1.38219 1.80757
C -0.62739 -0.80567 1.79559
C -0.24869 0.21529 0.70403
C 0.58540 1.40674 1.22291
C 1.82866 1.70914 0.37326
C 1.58027 2.72485 -0.74311
C 2.84706 3.43659 -1.23263
C 2.59521 4.87664 -1.67489
C 1.66494 4.96249 -2.87345
O 1.04664 6.25645 -2.97190
C -0.19626 6.36229 -2.46484
C -0.85655 7.65349 -2.85737
O -0.70186 5.51884 -1.77657
H 1.10141 -4.53171 -0.15483
H 0.93414 -2.92660 0.54235
H 0.96964 -3.13692 -1.20849
H -1.13765 -4.43922 -1.11561
H -1.26882 -4.21210 0.60197
H -0.92414 -1.64495 -0.82713
H -2.24143 -2.51357 -1.52488
H -4.54008 -2.61280 1.31184
H -3.22077 -3.72848 1.52704
H -4.88581 0.15939 1.18563
H -1.77872 0.80823 4.10371
H -5.14644 1.49630 5.91296
H -3.81412 3.82296 5.20489
H -2.02419 -2.22222 2.49979
H -0.46624 -0.34499 2.77145
H 0.05114 -1.65739 1.77869
H 0.34062 -0.29307 -0.06092
H -1.14348 0.58265 0.19520
H -0.04605 2.29657 1.21888
H 0.89634 1.22323 2.25400
H 2.20565 0.77549 -0.05645
H 2.62630 2.08842 1.01836
H 0.87437 3.47987 -0.38179
H 1.08146 2.23252 -1.58232
H 3.30487 2.88169 -2.05835
H 3.58771 3.45231 -0.42867
H 2.14454 5.42845 -0.84578
H 3.54178 5.36825 -1.90727
H 0.89344 4.19655 -2.82496
H 2.21595 4.84212 -3.80549
H -1.71079 7.42478 -3.49240
H -1.21992 8.14808 -1.95876
H -0.16745 8.31236 -3.37704
C 6.46568 -4.93680 -0.75287
N 5.39514 -3.98314 -0.95162
C 4.26495 -4.12729 -1.69508
C 4.06959 -5.44050 -2.41912
O 3.44567 -3.22793 -1.76626
H 6.57297 -5.18997 0.30331
H 7.41680 -4.53679 -1.10840
H 6.25734 -5.85049 -1.30018
H 5.46510 -3.08672 -0.49602
H 3.12784 -5.38670 -2.95636
H 4.87651 -5.62230 -3.12988
H 4.03437 -6.27503 -1.71771
*
```

Results of the Mulliken charge analysis, in e, for atoms 1 through 5:
1 C -1.353
2 C -0.567
3 C -1.563
4 C 2.165
5 C -1.231

=====

Entry 3:
Entry from the Open Molecules 2025 dataset: an isolated molecule of C22H40BrN2O9PS4 (wB97M-V/def2-TZVPD).

* E_tot: -167541.2460 eV
* SMILES string: CCSC[C@@](O[C@H](S)Br)([PH2]=S)[C@@H](CCCCCCOC(C)=O)O[C@@](CCCS(=O)(=O)O)(OC#N)N(C)C(C)=O
* HOMO-LUMO gap: 8.957 eV

Structure (ORCA input):
```
! RIJCOSX wB97M-V def2-TZVPD def2/J DEFGRID3
* xyz 0 1
C 2.93166 -1.16535 4.79686
C 2.96370 -1.37624 3.28755
S 2.92481 0.25170 2.48399
C 3.81624 -0.08695 0.92788
C 3.13733 0.40762 -0.32989
O 3.21263 1.82660 -0.44486
C 4.47215 2.38618 -0.59821
S 4.80670 3.69446 0.62413
Br 4.61841 3.20394 -2.37455
P 4.04361 -0.36964 -1.81931
S 5.87413 -0.96846 -1.50785
C 1.65907 -0.00957 -0.56416
C 1.47984 -1.48428 -0.16794
C 0.33271 -2.19420 -0.87232
C 0.31605 -3.69884 -0.53629
C -1.04424 -4.14588 0.00281
C -2.12769 -4.12753 -1.06678
C -3.53574 -4.20451 -0.48797
O -4.51039 -3.60235 -1.34155
C -4.50930 -2.24708 -1.41709
C -4.30522 -1.47969 -0.14698
O -4.72477 -1.71386 -2.46811
O 0.68574 0.72854 0.17449
C -0.00259 1.82798 -0.32966
C -1.31608 1.85754 0.42054
C -2.09041 3.18836 0.41402
C -2.75335 3.43526 1.77883
S -4.08625 2.31497 2.05285
O -3.68042 1.29800 2.97785
O -4.64434 1.92949 0.80017
O -5.09800 3.26868 2.80728
O 0.72943 3.07808 0.02476
C 0.95599 3.22431 1.26949
N 1.11354 3.35295 2.40162
N -0.04820 1.93558 -1.76555
C -0.01542 3.26264 -2.37954
C -0.68697 0.92209 -2.47800
C -0.34768 0.83245 -3.93948
O -1.44340 0.13201 -1.96515
H 3.26556 -2.05318 5.32156
H 3.56359 -0.32198 5.05923
H 1.92584 -0.90667 5.11399
H 3.83765 -1.93929 2.97668
H 2.07537 -1.92362 2.98145
H 4.00547 -1.15288 0.87998
H 4.79464 0.37100 1.02552
H 5.26985 1.65707 -0.53705
H 3.91379 3.27804 1.52887
H 3.23738 -1.44723 -2.20505
H 3.88337 0.55610 -2.85729
H 1.50904 0.06334 -1.64139
H 1.26827 -1.49852 0.89811
H 2.39571 -2.05282 -0.30835
H -0.58333 -1.78041 -0.47349
H 0.37663 -2.04262 -1.94614
H 0.54727 -4.29230 -1.41838
H 1.05337 -3.91653 0.23417
H -0.97343 -5.13894 0.44311
H -1.33650 -3.45701 0.79803
H -2.04728 -3.22394 -1.67196
H -1.99387 -4.96638 -1.74718
H -3.57306 -3.78745 0.51645
H -3.83892 -5.24345 -0.40126
H -4.61987 -2.03073 0.73254
H -4.86967 -0.56000 -0.22284
H -3.25241 -1.23222 -0.04860
H -1.95502 1.08806 0.00602
H -1.12510 1.54733 1.44566
H -1.47117 4.05633 0.22527
H -2.88739 3.11601 -0.31920
H -3.09426 4.46402 1.83221
H -2.02063 3.29520 2.56726
H -5.46185 2.75638 3.54610
H 1.00191 3.63617 -2.46387
H -0.58978 3.99134 -1.82122
H -0.42752 3.21632 -3.37905
H 0.46086 1.48901 -4.23579
H -1.23793 1.10368 -4.50443
H -0.12984 -0.20227 -4.17358
*
```

Results of the Mulliken charge analysis, in e, for atoms 1 through 5:
1 C -1.345
2 C -0.144
3 S -0.122
4 C -1.036
5 C 0.023

=====

Table of max |F| (eV Å⁻¹), in record order: 0.63; 0.85; 1.14
Table of M (g mol⁻¹), in record order: 409.57; 637.87; 715.71
Table of LUMO (hartree), in record order: 0.0250; 0.0123; 0.0092